{
  "formula": "C9H32Ba4O9",
  "method": "ωB97M-V/def2-TZVPD",
  "orbital_gap_ev": 1.92,
  "total_charge": 6,
  "de_lowest_ev": 1.827,
  "e_lumo_ev": -21.2,
  "elements": ["Ba", "Ba", "Ba", "Ba", "O", "C", "C", "O", "H", "H", "H", "H", "C", "O", "H", "H", "H", "H", "C", "O", "H", "H", "H", "H", "C", "O", "H", "H", "H", "H", "C", "O", "H", "H", "H", "H", "C", "O", "H", "H", "H", "H", "C", "O", "H", "H", "H", "H", "C", "O", "H", "H", "H", "H"],
  "coordinates": [[-40.56043, 5.33888, -7.20776], [-42.20438, 8.08267, -9.81372], [-38.68699, 6.00460, -11.12648], [-44.78754, 5.50106, -7.69198], [-41.33964, 6.46936, -12.02779], [-42.06376, 5.25671, -11.96871], [-42.13403, 4.46593, -10.57242], [-42.60039, 5.08304, -9.35703], [-41.61835, 4.75799, -12.82953], [-43.08452, 5.37668, -12.33170], [-41.09975, 4.22892, -10.32300], [-42.61553, 3.49722, -10.70612], [-38.46589, 5.57653, -15.24144], [-38.88629, 6.26726, -14.05906], [-38.19448, 6.30942, -16.00125], [-37.53965, 5.01134, -15.13778], [-39.29218, 4.98780, -15.63985], [-39.81088, 6.48176, -14.20297], [-42.32945, 7.04763, -15.83785], [-41.57588, 7.62941, -14.81498], [-41.77149, 6.24993, -16.32822], [-43.11887, 6.49575, -15.32761], [-42.85833, 7.76988, -16.45972], [-41.84441, 7.25153, -13.97433], [-43.64609, 1.90190, -13.72591], [-44.63013, 2.90453, -13.59477], [-43.32674, 1.59889, -14.72306], [-42.67055, 2.20204, -13.34339], [-43.92383, 0.96174, -13.24939], [-44.43976, 3.37062, -12.77738], [-45.54784, 6.89252, -13.94006], [-44.78504, 7.74814, -13.02602], [-45.17620, 5.86997, -13.87384], [-46.62529, 6.92447, -13.77820], [-45.31246, 7.25208, -14.94176], [-44.93016, 7.29394, -12.19282], [-44.89968, 2.09889, -8.59513], [-46.04510, 2.84907, -8.81676], [-44.63557, 1.40507, -9.39322], [-44.14406, 2.85805, -8.39307], [-45.19649, 1.43235, -7.78536], [-46.67073, 2.21063, -9.16686], [-42.14492, 10.81029, -12.84531], [-41.74054, 9.64310, -12.10485], [-41.32682, 11.52021, -12.96697], [-42.45696, 10.62462, -13.87305], [-42.93375, 11.29159, -12.26722], [-41.32082, 9.00600, -12.68754], [-39.33172, 2.75159, -12.80381], [-38.68501, 3.43400, -11.75025], [-38.97966, 1.76286, -13.09802], [-40.39115, 2.54493, -12.65209], [-39.36293, 3.30800, -13.74057], [-38.60260, 2.88979, -10.96373]],
  "atomic_forces_ev_per_a": [[0.491, -1.515, 0.750], [-0.374, 1.723, -3.949], [0.702, -0.226, -3.812], [-2.254, -1.975, -0.736], [0.555, 0.978, 3.705], [-0.402, 0.410, 0.013], [1.247, -0.007, -1.151], [-0.474, 2.401, 1.843], [-0.024, -1.682, 0.618], [-0.544, 0.428, 0.216], [0.939, -0.429, -0.155], [-0.307, 0.081, -0.127], [0.532, 0.204, -1.607], [0.270, -0.435, 2.098], [-0.233, 0.202, -0.025], [-0.294, -0.231, 0.670], [0.206, -0.255, 0.104], [-0.477, 0.639, -0.310], [-1.698, -1.614, 0.225], [1.669, 0.911, 1.355], [0.176, 0.578, -0.724], [-0.450, -0.148, -0.231], [0.728, 0.045, -0.303], [-0.344, 0.046, -0.083], [1.059, -1.065, 0.039], [0.249, 0.258, -0.340], [-1.045, 0.536, -0.559], [0.205, 0.349, 0.675], [-0.223, 0.025, 0.236], [-0.244, -0.091, -0.025], [0.494, 0.231, -0.737], [-0.081, -0.626, 0.279], [-0.106, -0.169, 0.015], [0.125, 0.198, 0.156], [-0.247, 0.030, 0.125], [-0.205, 0.193, 0.310], [-0.475, -1.460, 0.800], [-0.519, 1.699, -0.799], [0.386, 0.508, -0.463], [1.034, -0.393, 0.318], [1.178, 0.013, 0.714], [-1.134, 0.322, -0.190], [-0.216, 1.694, -0.554], [0.131, -1.512, 1.588], [0.248, -0.148, 0.465], [-0.327, -0.699, 0.290], [0.002, -0.091, -0.228], [-0.010, 0.022, -0.726], [-1.811, -1.425, -2.233], [0.131, 1.361, 0.943], [0.987, 0.121, 0.590], [-0.215, 0.287, 0.863], [0.729, 0.582, 0.331], [0.260, -0.879, -0.266]],
  "lowdin_charge": [1.850, 1.772, 1.897, 1.930, -0.574, -0.335, -0.322, -0.805, 0.125, 0.103, 0.035, 0.128, -0.084, -0.251, 0.114, 0.106, 0.098, 0.022, -0.095, -0.118, 0.097, 0.063, 0.118, 0.014, -0.139, -0.074, 0.105, 0.038, 0.097, 0.033, -0.079, -0.147, 0.063, 0.103, 0.095, 0.014, -0.164, -0.173, 0.119, -0.007, 0.123, 0.129, -0.054, -0.305, 0.110, 0.114, 0.102, 0.038, -0.100, -0.311, 0.129, 0.068, 0.092, 0.093]
}